The following is a DFT calculation (the ωB97M-V functional and the def2-TZVPD basis) of the molecule C4H4NOP at a distorted geometry.

The geometry in XYZ format:
```
11
Properties=species:S:1:pos:R:3:mulliken_charge:R:1
C 1.10412 0.18033 -1.88496 0.451
C -0.57989 0.92880 -0.07052 -0.179
C 0.54868 -0.25462 -0.74198 -0.002
C -1.02053 0.40112 1.27819 -1.132
N 1.73397 0.51103 -2.77862 -0.387
O 1.42948 -2.72703 -0.44139 -0.467
P 0.91968 -1.61344 0.37164 0.198
H -0.89705 1.76644 -0.57594 0.485
H -1.17017 -0.64378 1.19987 0.373
H -1.89368 0.99918 1.63242 0.311
H -0.17462 0.45198 2.01128 0.349
```

The LUMO energy (spin up / spin down) comes out at -0.05870 / -0.09064 Eh. Its spin multiplicity is 1.